1.
Entry from the Open Molecules 2025 dataset: a molecular structure, C45H41BrINaOP2SSe3SiTe (ωB97M-V/def2-TZVPD).

Geometry as XYZ:
```
98
Properties=species:S:1:pos:R:3:forces:R:3:mulliken_charge:R:1
C 0.343 -5.189 2.455 0.0643 -0.0273 0.0041 -0.83
H 2.169 4.467 3.093 0.0109 0.0132 0.0204 0.36
C 1.727 4.364 -0.258 0.0007 -0.0034 -0.0019 -0.76
H 2.127 4.764 -1.183 0.0232 0.0129 -0.0112 0.52
H -4.717 -1.234 1.135 -0.0331 0.0616 -0.0058 0.35
Se -2.632 2.821 -3.968 0.0775 -0.0363 0.0418 -0.69
H -1.520 4.641 -0.200 -0.0168 -0.0098 0.0142 0.30
S -1.387 -4.003 -2.295 -0.0609 0.3985 0.1769 0.37
H 3.632 -2.188 1.698 0.0104 -0.0015 -0.0040 0.49
Na -1.204 -0.734 -1.670 -0.4916 0.6307 0.1370 1.07
C -1.799 1.192 2.229 0.1022 0.0670 -0.1061 0.11
H -1.931 3.207 2.964 0.0134 0.0129 0.0075 0.54
C 0.189 -3.025 1.390 0.0513 0.1616 -0.0873 0.16
H -2.608 2.552 5.240 0.0073 0.0066 0.0000 0.36
C 4.822 -3.122 0.185 0.0002 -0.0070 -0.0118 -0.71
C 4.870 -3.579 -1.126 -0.0028 -0.0030 -0.0078 -0.62
C -2.595 2.805 0.098 0.0854 -0.0696 0.0334 0.64
H -3.479 5.907 -0.927 -0.0123 0.0248 -0.0081 0.37
C 2.528 -2.418 -0.127 0.0120 0.0678 0.1291 -0.11
P 0.945 -1.643 0.427 0.0511 0.0637 0.1144 1.20
H 4.623 3.977 -5.223 0.0093 0.0024 -0.0003 0.38
C 3.417 2.542 -4.198 0.0428 0.0445 0.0120 0.21
Se -4.189 -2.859 -4.351 0.1584 0.1744 -0.0706 -0.78
H -0.835 -6.249 -1.775 0.0021 -0.0474 0.0090 0.50
H 0.025 2.606 -4.008 -0.0383 0.0368 0.0406 -0.07
C 0.938 -4.131 1.785 0.0584 -0.0704 -0.0241 -0.56
H -3.956 1.144 0.250 0.0397 0.0016 0.0131 0.47
Si -2.238 -1.451 1.022 0.0627 0.0754 -0.1849 0.59
C -2.062 -0.160 2.481 -0.0522 -0.0908 -0.0233 0.05
C 2.135 2.150 -3.840 -0.1958 0.1564 -0.0361 0.05
C 2.716 1.091 3.723 -0.0100 -0.0143 0.0146 -0.68
H 0.276 3.161 -1.266 -0.0317 -0.0161 -0.0215 0.70
Se -2.831 -1.022 -4.974 -0.1292 -0.1086 0.0987 -0.41
P -1.197 1.699 0.557 -0.2143 -0.1008 -0.0215 1.27
C 3.660 -2.549 0.677 0.0466 0.0458 0.0300 -0.12
C 1.243 4.052 -5.009 0.0133 -0.0369 0.0237 -0.62
C 2.260 4.744 0.968 0.0230 0.0186 -0.0037 -0.68
C 1.742 4.202 2.133 0.0260 0.0338 -0.0122 -0.78
H 0.155 -4.222 -4.058 0.0324 -0.0083 -0.0311 0.22
C -0.434 -5.280 -1.477 0.0684 -0.1498 0.0377 -0.46
H 0.378 4.619 -5.326 -0.0443 0.0248 -0.0034 0.43
H -0.562 -5.143 -0.403 -0.0074 0.0321 -0.0108 0.02
H 1.385 0.091 5.082 0.0065 0.0152 0.0174 0.35
C -3.849 2.198 0.014 -0.0542 -0.1102 -0.0233 -0.97
Br 4.953 1.558 -3.676 0.0213 -0.0052 0.0063 -0.24
C 0.133 2.924 0.866 -0.0572 -0.0087 -0.0519 0.50
H -2.638 -1.543 4.013 -0.0111 -0.0325 0.0233 0.37
C 2.526 4.443 -5.358 0.0092 0.0353 -0.0188 -0.46
C -4.028 -2.046 1.378 0.0409 0.0139 0.1623 -1.70
C 2.565 0.389 1.432 0.0649 0.0428 -0.0611 -0.17
C 2.591 -2.874 -1.439 -0.0350 -0.0502 -0.1099 -0.49
C 1.616 -0.577 1.770 -0.0618 -0.1074 -0.0624 0.24
C 3.750 -3.453 -1.935 0.0545 -0.0358 -0.0459 -0.97
O -0.636 -2.731 -1.974 0.1292 -0.8142 -0.3114 -0.66
C -1.013 -5.133 2.742 -0.0656 -0.0225 0.0238 -0.87
C 3.126 1.201 2.400 0.0322 -0.0039 0.0413 -0.65
C 1.737 0.169 4.061 0.0220 0.0302 0.0355 -0.53
H 3.084 5.447 1.010 0.0117 0.0113 0.0097 0.33
H -4.232 -2.352 2.410 -0.0523 -0.0197 0.0560 0.42
C -4.958 2.913 -0.399 -0.0265 0.0978 -0.0226 -0.46
H 5.690 -3.208 0.827 0.0190 -0.0119 -0.0085 0.40
H 3.139 1.739 4.482 0.0128 0.0158 0.0085 0.33
C -2.603 0.445 4.784 0.0011 0.0070 0.0114 -0.94
C -3.595 4.868 -0.646 -0.0033 0.0010 0.0028 -0.58
H 0.438 -1.386 3.370 0.0227 -0.0064 -0.0165 0.31
C -4.833 4.257 -0.732 -0.0129 -0.0391 0.0159 -0.49
H 5.779 -4.020 -1.517 0.0137 -0.0061 -0.0061 0.38
C -0.921 -4.377 -3.975 0.0656 -0.1026 0.0420 -0.87
H 3.859 1.944 2.112 0.0198 0.0160 0.0133 0.37
H 0.934 -6.053 2.738 -0.0006 0.0033 0.0048 0.34
C -1.751 -4.020 2.368 -0.0355 -0.0289 -0.0090 -0.26
C 3.616 3.688 -4.955 0.0027 0.0080 -0.0046 -0.45
C 0.690 3.296 2.083 -0.0037 -0.0149 -0.0170 -0.27
H 1.992 -4.187 1.543 -0.0156 -0.0313 0.0247 0.23
H 0.332 2.854 3.001 -0.0369 -0.0114 0.0436 0.46
H 2.686 5.336 -5.950 0.0107 0.0027 -0.0053 0.35
C -1.184 -2.934 1.690 -0.0643 0.0579 -0.0036 0.59
C -2.443 -0.499 3.786 0.0009 -0.0552 0.0115 -0.31
H -1.495 -5.957 3.258 -0.0030 -0.0010 -0.0014 0.33
Te -3.602 0.664 -3.169 0.1046 0.0066 -0.1066 0.08
C -2.482 4.146 -0.236 0.0105 0.1017 -0.0023 -0.40
C 1.197 -0.666 3.091 -0.0484 -0.0434 0.0746 -0.47
C -2.039 2.157 3.212 0.0568 0.0913 0.0161 -0.21
H 0.621 -5.198 -1.737 0.0332 0.0283 -0.0246 0.09
H -1.493 -3.697 -4.603 -0.0139 0.0502 -0.0270 0.18
C 0.683 3.458 -0.304 0.0730 0.0493 -0.0600 -1.33
C 1.044 2.910 -4.251 0.0740 -0.0643 -0.0848 0.04
H 1.718 -2.775 -2.076 -0.0237 0.0117 0.0337 0.68
H -2.811 -3.994 2.593 -0.0316 -0.0325 0.0269 0.28
H -5.912 2.411 -0.487 -0.0351 0.0013 -0.0053 0.41
H -5.692 4.814 -1.083 -0.0276 0.0060 -0.0107 0.32
H -4.278 -2.872 0.710 -0.0009 -0.0766 -0.0378 0.33
H -2.902 0.141 5.782 -0.0004 -0.0047 0.0099 0.38
I 1.736 0.483 -2.675 0.1025 -0.2509 0.1728 0.38
H 3.777 -3.790 -2.963 0.0304 -0.0169 -0.0205 0.45
C -2.428 1.793 4.486 -0.0271 -0.0118 0.0467 -0.82
H 2.875 0.502 0.398 -0.0026 -0.0189 -0.0021 0.45
H -1.198 -5.405 -4.200 -0.0474 -0.0321 -0.0447 0.37
```
Forces are in eV/Å.

Frontier orbital gap = 4.0 eV
HOMO = -0.642 eV
Net charge = -2
Total energy = -372563.948 eV
LUMO level = 0.1241 hartree
Molar mass = 1314.20 g mol⁻¹

=====

2.
Entry from the Open Molecules 2025 dataset: a molecular structure, C45H41F12Ge2MoN3O2S3 in a non-equilibrium geometry (ωB97M-V/def2-TZVPD).

Geometry as XYZ:
```
109
Properties=species:S:1:pos:R:3:forces:R:3:mulliken_charge:R:1
H -3.792 -3.435 -1.594 0.0769 0.0700 -0.0976 0.38
F -1.076 4.297 -0.746 0.1477 0.1166 -0.1298 -0.27
S -2.660 0.733 5.036 0.4266 -0.0599 -0.7920 -0.24
C 3.679 -4.376 4.289 0.1456 -0.1350 0.2521 -0.75
H -2.206 -3.423 2.613 -0.0175 0.0926 0.0404 0.30
C -2.528 0.508 3.339 -0.4015 0.0048 0.5215 -0.45
C 0.996 0.845 3.647 0.1256 -0.0296 0.0301 0.20
F 0.355 4.511 3.101 -0.2460 -0.0520 0.0107 -0.25
N 2.404 -4.091 3.668 0.0341 -0.1170 -0.0093 -0.22
C 0.494 3.573 0.941 0.1394 0.7187 -0.3733 2.05
H 1.963 0.351 0.518 0.3219 -0.1742 -0.0845 -0.58
C 2.091 -2.896 -0.408 -0.4718 0.0077 0.0307 -0.83
H 1.888 1.523 6.836 0.0446 0.0086 0.1016 0.48
F 2.247 3.678 2.528 0.1229 -0.2277 -0.1374 -0.19
C -3.390 1.199 -0.723 -1.0160 0.1048 -0.7681 1.43
Ge -1.763 -3.769 0.076 0.2524 0.4293 0.4403 1.74
F -4.710 2.467 0.805 0.0285 0.0511 0.1648 -0.23
C 2.119 -2.812 3.391 -0.0963 0.0053 0.0159 0.18
Mo -0.882 1.007 0.855 -0.5077 0.4718 -2.8868 -0.27
H 0.172 -5.483 -0.448 0.0937 0.0589 0.1162 0.39
C -1.564 2.305 -4.459 -0.3859 -0.0851 0.0168 -1.66
C 1.242 1.303 6.002 -0.2306 0.0021 0.1218 -0.92
C -0.773 -1.261 -5.003 0.0230 -0.0346 -0.0428 -0.96
C 1.194 4.364 2.071 0.3894 0.0682 0.6088 0.23
H 5.124 -3.475 2.921 0.0358 -0.1245 0.0363 0.28
C 1.525 -1.666 -0.081 -0.2227 0.4968 0.2620 0.84
C 1.796 1.112 4.737 -0.1599 -0.0997 -0.2946 -1.30
Ge -0.424 -1.245 -0.199 0.6517 -3.5910 -1.0657 0.78
C 3.027 2.242 -2.212 -0.0093 0.2483 0.1164 -1.37
H 1.432 -3.713 -0.656 0.0188 -0.1821 -0.0788 0.15
H -0.548 1.327 7.187 -0.0194 0.0321 0.1445 0.46
C 0.468 -1.331 -4.392 0.0472 -0.0408 -0.1828 -0.51
H -0.845 -1.186 -6.077 -0.0136 -0.0198 -0.1376 0.42
C -1.915 -1.310 -4.225 0.0819 -0.1256 -0.0916 -0.44
C 2.387 -0.623 0.245 -0.2901 0.1609 0.0001 1.16
C 4.301 -2.014 -0.140 0.0502 0.1243 0.0404 -0.81
F 1.634 5.577 1.744 -0.0322 0.0795 -0.3734 -0.26
H 1.544 -1.421 -2.552 0.0638 0.0341 -0.0498 0.45
C -4.266 -0.089 -0.663 -0.0029 -1.4268 0.3387 -0.48
H 3.688 1.810 -2.948 0.0721 -0.0203 -0.1135 0.42
H -0.489 -4.810 -1.951 0.0238 0.0518 -0.0957 0.38
C -0.800 2.317 -3.321 0.1099 -0.0858 0.5118 -0.83
H 2.949 4.601 0.176 0.0496 0.0657 0.0868 0.66
S 3.540 -1.805 3.549 -0.0502 -0.3424 0.2429 0.02
C -1.267 1.824 -2.083 -1.1273 -0.3303 -1.5145 1.06
F -5.458 2.349 -1.211 0.0102 -0.2556 -0.2024 -0.26
F -1.867 3.763 1.181 0.0387 0.1476 0.1534 -0.28
H 4.625 5.050 -1.866 0.0678 0.0419 -0.0387 0.37
O -2.651 1.060 0.421 0.2468 0.4324 0.4545 0.10
H -2.591 -5.075 2.105 -0.1181 -0.1143 0.0026 0.54
C 4.772 3.987 -1.674 0.1135 0.0294 0.0301 -1.60
H -1.393 -6.022 -1.039 -0.1415 -0.0547 -0.0115 0.49
F -0.797 5.618 0.900 0.1147 0.0658 0.1541 -0.33
H -4.325 -3.429 0.093 -0.0460 0.0377 0.0561 0.31
F -3.742 3.560 -0.769 0.1470 0.0140 -0.0698 -0.18
F -4.771 -0.566 -1.794 0.0114 0.4379 -0.3586 -0.23
H -2.708 -1.476 -2.272 -0.1686 0.0317 0.1127 -0.24
C -1.872 -4.264 2.013 -0.0306 -0.0147 -0.8120 -1.32
H -3.212 2.201 -6.506 -0.0220 0.0231 -0.0913 0.42
H 4.043 -5.351 3.959 0.0332 0.0803 0.0502 0.34
C -0.120 1.203 6.206 0.0750 -0.0381 0.1323 -0.50
S 0.624 -2.267 2.981 -0.1718 0.0286 0.1137 -0.15
C 3.462 -3.077 -0.431 0.0591 0.0249 0.0222 -0.91
C 4.614 -3.256 3.857 -0.0030 0.3437 -0.2510 -0.52
C -0.385 0.781 3.824 0.6351 0.2641 1.2060 -1.00
C -3.723 1.771 -5.649 -0.0235 -0.0004 -0.0141 -1.63
C -0.574 -1.389 -2.207 0.0855 0.6373 0.2969 0.74
C 1.349 3.252 -0.262 -0.0278 -0.1112 -0.0792 -0.86
H 3.569 -4.396 5.382 0.0515 0.0167 -0.1292 0.30
H 2.866 1.156 4.610 0.0995 0.0419 -0.0191 0.60
C 3.760 -0.787 0.209 0.1733 0.0536 -0.0270 -0.99
F -3.496 -1.082 -0.151 -0.2230 0.2063 -0.2634 0.08
F -5.281 0.041 0.187 -0.2069 0.2644 0.2179 -0.31
C -4.344 2.411 -0.476 -0.2769 0.5502 0.1355 0.53
O 0.151 2.387 1.548 0.8208 0.0018 0.5539 -0.13
C -1.808 -1.391 -2.849 0.0672 -0.1726 0.1044 0.46
H 5.296 3.551 -2.520 0.0757 -0.0098 -0.0283 0.42
C 1.758 1.722 -2.061 -0.3974 -0.1605 0.2650 0.29
H 5.372 -2.140 -0.187 0.1371 -0.0124 0.0223 0.37
C -0.733 -5.162 -0.953 -0.2920 0.6911 0.3643 -1.43
H -3.404 0.369 2.725 -0.0453 -0.0130 -0.0585 0.19
H 1.428 0.670 2.667 0.0476 0.0280 0.2824 0.75
H -0.906 -4.590 2.380 0.0502 0.0043 0.0217 0.25
H -4.659 2.300 -5.490 -0.1139 0.0550 -0.0774 0.39
H -4.451 1.227 -3.164 -0.0386 -0.0477 0.1052 0.63
C 3.450 3.327 -1.454 -0.0832 -0.1352 -0.0108 0.31
H 1.645 -4.752 3.750 -0.0365 0.1636 -0.0845 0.24
H -3.967 0.733 -5.874 -0.0276 -0.0689 -0.0859 0.28
H 4.407 0.041 0.454 0.1096 0.1201 0.0293 0.59
N -0.447 1.753 -0.992 -0.1594 -0.7920 2.3887 1.39
H 5.399 3.900 -0.787 0.0809 0.0001 -0.0023 0.33
N -1.321 0.568 2.832 -0.6910 -0.3919 1.1232 0.95
H 0.192 2.733 -3.377 0.0203 -0.0547 -0.0460 0.61
H 5.341 -3.005 4.623 0.0568 -0.0379 0.0047 0.43
C -2.638 1.439 -2.030 0.2284 0.1488 0.0030 -0.51
H 1.363 -1.337 -4.998 0.0878 0.0122 -0.0289 0.47
H 3.885 -4.038 -0.688 -0.0310 -0.0868 -0.0520 0.47
H -2.892 -1.287 -4.682 -0.1457 -0.0259 -0.1001 0.67
C -3.640 -3.882 -0.617 0.6029 0.1866 0.2015 -1.41
C 0.566 -1.383 -3.013 0.0246 0.0087 0.2569 -1.05
C -3.403 1.483 -3.191 0.1740 0.1359 0.1098 -0.61
C -0.929 0.932 5.111 -0.0301 -0.0878 -0.6079 0.97
C 0.870 2.237 -1.117 1.3378 0.9811 -0.0223 -0.62
H -3.869 -4.943 -0.691 0.0416 -0.1475 0.0242 0.56
C -0.813 4.333 0.562 -0.6900 0.3814 -0.2100 0.40
C -2.875 1.844 -4.425 0.1345 0.1420 0.2326 0.39
H 1.435 0.894 -2.672 -0.0172 -0.0455 -0.0974 0.52
H -1.145 2.669 -5.385 0.0510 0.0334 -0.0989 0.39
C 2.607 3.795 -0.453 -0.1289 -0.1888 -0.1846 -1.12
```
Forces are in eV/Å.

Frontier orbital gap (alpha / beta) = 4.8 / 5.4 eV
2S+1 = 2
HOMO (alpha / beta) = -9.858 / -9.827 eV
Net charge = +1
Total energy = -235895.017 eV
LUMO level (alpha / beta) = -0.1856 / -0.1609 hartree
Molar mass = 1221.18 g mol⁻¹